Entry 1:
C7H9BrN2O3 | ωB97M-V with the def2-TZVPD basis set

```
22
Properties=species:S:1:pos:R:3:forces:R:3
C -2.198976 -0.020615 -1.353193 -0.33 0.92 0.21
C 0.479790 0.547410 -0.315401 2.71 2.73 -2.10
C -0.080237 1.524449 -1.054410 -5.38 -1.25 0.28
C -1.973134 1.425909 -1.216014 5.29 -0.38 0.82
C -0.308891 -0.515478 0.188965 -1.16 -2.66 1.20
C 2.002750 0.501525 -0.079446 0.13 0.48 -1.39
C -0.785107 -0.226997 1.645895 -2.25 -2.34 -2.19
N -1.464430 -0.914469 -0.756753 -0.31 -0.62 0.91
N 0.431390 2.549167 -1.931937 -0.02 -2.01 1.96
O -1.735105 -2.152063 -0.820829 0.60 0.32 0.14
O 1.538074 2.288981 -2.292005 2.40 0.52 -1.33
O -0.244040 3.478073 -2.230989 -0.93 1.43 -0.55
Br -2.542880 2.304067 0.468644 -0.50 0.17 -1.10
H -3.045261 -0.296620 -1.984691 0.43 -0.62 0.38
H -2.221159 1.929338 -2.143797 -0.29 0.58 0.52
H 0.364751 -1.391134 0.352888 -0.87 0.26 -1.08
H 2.331927 1.484172 0.190492 0.21 0.56 0.59
H 2.508338 0.402175 -1.042846 -0.39 -0.07 -0.35
H 2.557877 -0.240600 0.488673 -1.08 -0.29 0.75
H -1.802583 0.135397 1.518784 0.44 0.76 0.81
H -0.031383 0.338923 2.055447 1.06 1.79 1.40
H -0.895806 -1.163585 2.175356 0.23 -0.29 0.13
```
Forces are in eV/Å.

Results
E_LUMO (spin up / spin down)   -0.6 / -0.6 eV
Frontier orbital gap (spin up / spin down)   0.3096 / 0.3095 Eh
Energy above the lowest of the compared OMol25 structures with the same formula, charge and spin   2.114 eV
Maximum force   5.53 eV/A
Highest occupied orbital energy (spin up / spin down)   -9.0 / -9.0 eV

Entry 2:
C7H9BrN3 | ωB97M-V with the def2-TZVPD basis set

```
20
Properties=species:S:1:pos:R:3:forces:R:3
C -2.938235 0.291261 0.955788 1.23 -0.07 0.71
C -2.339959 -0.949025 1.273544 -0.45 1.56 -1.21
C -2.275306 1.161165 0.037997 -3.99 1.82 -0.18
C -1.198691 -1.331302 0.594090 -0.55 -2.95 2.16
C -1.167507 0.778640 -0.589219 2.46 0.38 -1.83
C -0.610811 -0.505755 -0.319476 0.70 0.03 -0.51
C 2.359797 0.221652 -0.460691 -0.28 -2.35 -2.34
N 2.211355 0.857946 0.625043 0.88 1.03 0.38
N 0.431227 -0.870020 -1.096096 1.89 1.22 -1.32
N 3.391048 0.223767 -1.286483 -1.19 -1.17 0.49
Br 1.003321 -2.611281 -1.362875 -0.37 0.19 0.58
H -3.782310 0.636043 1.553362 -0.03 -0.13 -0.54
H -2.802081 -1.629400 1.941836 -0.35 -0.35 0.64
H -2.849141 2.102563 -0.388056 1.39 -1.82 1.42
H -0.822669 -2.384453 0.862157 -0.20 1.85 -0.82
H -0.687686 1.447072 -1.372725 -0.60 -1.11 1.05
H 1.295029 0.882256 1.016242 -0.53 0.20 0.70
H 3.006088 1.366486 1.017909 -0.57 0.13 0.30
H 4.089495 0.898554 -1.168771 1.36 1.23 0.22
H 3.687037 -0.586168 -1.833576 -0.80 0.32 0.09
```
Forces are in eV/Å.

Results
E_LUMO (spin up / spin down)   -5.3 / -5.1 eV
Frontier orbital gap (spin up / spin down)   0.2757 / 0.2559 Eh
Energy above the lowest of the compared OMol25 structures with the same formula, charge and spin   0.000 eV
Total charge   +1
Maximum force   4.39 eV/A
Highest occupied orbital energy (spin up / spin down)   -12.8 / -12.1 eV

Entry 3:
C7H9BrN3S | ωB97M-V with the def2-TZVPD basis set

```
21
Properties=species:S:1:pos:R:3:forces:R:3
C 1.463287 -1.404289 -1.283834 -2.18 -0.29 1.64
C 1.091885 -0.733669 0.061836 -0.73 1.61 0.34
S 1.106442 -1.639560 1.627637 0.31 -0.07 -0.57
N 1.948265 0.683408 0.225078 2.33 -1.41 -2.03
N 1.109770 1.758630 0.531164 -0.44 0.31 0.31
C -0.107024 1.298746 0.344863 1.42 -0.45 -0.48
C -1.275411 2.038138 0.403787 -1.39 4.07 1.91
C -2.489788 1.481779 0.321878 -3.16 0.15 0.26
C -2.596317 0.116770 0.029363 0.95 -2.07 -0.52
Br -4.299277 -0.698616 -0.177944 0.60 0.13 0.13
C -1.426389 -0.619667 -0.086815 -1.07 -1.82 0.59
N -0.211632 -0.046783 0.045666 0.32 1.75 0.03
H 2.171315 -0.755994 -1.659406 1.89 0.73 -1.38
H 0.608583 -1.416486 -2.004839 0.59 -0.19 0.85
H 1.835459 -2.381742 -1.038684 0.28 -0.42 -0.54
H 2.001162 -2.549501 1.231465 0.14 -0.13 0.09
H 2.771147 0.587704 0.878900 -1.31 0.01 -0.22
H 2.454978 0.884552 -0.725863 -1.21 -0.38 1.73
H -1.325732 3.132600 0.778651 0.93 -1.94 -0.92
H -3.531111 1.997322 0.556282 2.67 -0.64 -0.66
H -1.299614 -1.733349 -0.059180 -0.95 1.06 -0.54
```
Forces are in eV/Å.

Results
SMILES   C[C@@]1(S)[NH2+]N=C2C=CC(Br)=CN21
E_LUMO   -3.7 eV
Frontier orbital gap   0.3042 Eh
Energy above the lowest of the compared OMol25 structures with the same formula, charge and spin   1.160 eV
Total charge   +1
Maximum force   4.71 eV/A
Highest occupied orbital energy   -12.0 eV

Entry 4:
C7H9BrO | ωB97M-V with the def2-TZVPD basis set

```
18
Properties=species:S:1:pos:R:3:forces:R:3
O -1.587994 2.346075 0.046727 0.90 -0.15 1.01
C -0.154029 2.227702 0.085282 -1.87 -4.86 5.26
C 0.181434 0.537167 0.057771 0.87 5.02 -0.36
C 0.323054 -0.447738 -1.082285 -0.49 2.22 -0.42
C -0.533046 -1.687813 -0.739757 1.08 0.18 0.73
C -0.415587 -1.685615 0.850746 2.80 -2.42 -0.97
C 0.541008 -0.454285 1.070248 -3.07 -2.37 -2.56
C 1.460298 -0.212381 -0.077479 -1.96 -0.72 -0.15
Br 3.285574 0.124290 -0.108381 0.23 0.12 -0.18
H -1.955351 2.754797 -0.730282 0.41 0.25 -0.57
H 0.305399 2.590228 -0.715785 1.96 1.93 -3.25
H 0.253057 2.638512 1.140181 -0.92 -0.83 -2.63
H 0.463936 0.071135 -2.093820 -0.38 -1.27 1.32
H 0.021297 -2.420248 -1.300671 -0.43 -1.32 0.24
H -1.625436 -1.723552 -0.899975 0.75 0.51 -0.91
H -1.462265 -1.701307 1.152380 0.40 0.60 0.95
H 0.162965 -2.629583 1.307297 -1.55 1.72 -1.12
H 0.735682 -0.327377 2.037797 1.27 1.38 3.62
```
Forces are in eV/Å.

Results
SMILES   OC[C@]12[C@@H]3CC[C@H]1[C@@]32Br
E_LUMO   0.7 eV
Frontier orbital gap   0.3536 Eh
Energy above the lowest of the compared OMol25 structures with the same formula, charge and spin   3.245 eV
Maximum force   7.40 eV/A
Highest occupied orbital energy   -8.9 eV

Entry 5:
C7H9Cl2N2OS | ωB97M-V with the def2-TZVPD basis set

```
22
Properties=species:S:1:pos:R:3:forces:R:3
S -1.831118 2.037422 -1.247439 0.04 0.28 0.86
C -1.169037 1.372735 0.390313 -0.29 1.68 -0.03
O -2.121818 0.487830 0.924891 0.28 -1.67 -0.32
C -2.185137 -0.811115 0.249499 -0.95 -1.53 -1.39
C -0.805884 -1.551575 0.334991 0.74 3.01 1.16
C 0.121725 -0.652365 -0.592304 0.52 -1.06 3.65
N 1.445663 -1.328660 -0.442959 0.06 2.24 -0.21
C 2.573639 -0.683052 -0.221266 -0.24 0.85 0.02
Cl 4.018784 -1.557370 -0.278104 -0.01 0.22 0.23
N 2.599426 0.651361 0.019492 -0.77 -1.70 -0.69
C 1.367411 1.365326 0.213933 -1.73 -1.82 -0.34
Cl 1.596189 2.954663 0.719711 0.02 0.35 0.22
C 0.161997 0.731763 0.032885 1.93 1.19 0.48
H -2.893939 2.595323 -0.617390 0.22 -0.12 -0.35
H -1.067128 2.298372 1.135220 -0.13 -2.30 -1.58
H -2.309627 -0.674460 -0.944232 -0.35 -0.02 2.75
H -3.087401 -1.520368 0.644843 2.17 2.35 -0.68
H -0.273106 -1.354255 1.371465 -1.47 -0.89 -1.65
H -0.795072 -2.608846 0.066419 -0.25 0.14 -0.10
H -0.169724 -0.593763 -1.589939 -0.48 -0.22 -1.85
H 1.341629 -2.297367 -0.249490 0.67 -0.95 -0.14
H 3.482534 1.138393 0.079463 0.02 -0.02 -0.03
```
Forces are in eV/Å.

Results
SMILES   S[C@H]1OCC[C@@H]2[NH+]=C(Cl)NC(Cl)=C21
E_LUMO   -4.4 eV
Frontier orbital gap   0.2973 Eh
Energy above the lowest of the compared OMol25 structures with the same formula, charge and spin   0.000 eV
Total charge   +1
Maximum force   3.83 eV/A
Highest occupied orbital energy   -12.5 eV

Entry 6:
C7H9F3NO | ωB97M-V with the def2-TZVPD basis set

```
21
Properties=species:S:1:pos:R:3:forces:R:3
C 0.229003 0.108491 -2.839501 -9.16 3.79 -0.86
C 1.082058 -0.522007 -2.044351 6.04 -1.49 2.17
C -1.142999 0.353635 -2.247429 5.49 0.27 -6.97
C -1.330891 0.126081 -0.969251 0.95 -2.09 7.08
C 0.828468 -1.141575 -0.745296 1.34 1.24 0.56
C -0.267149 -0.368193 0.049675 -0.22 -0.05 -1.54
C 0.310272 1.873019 0.450970 2.06 2.31 -2.10
N -0.906320 -1.341099 1.015477 -0.68 1.64 3.54
O 0.177214 0.581457 0.945123 0.13 -0.46 1.56
F -2.073565 0.933354 -2.951718 -0.58 0.35 -0.23
F -2.380304 0.490867 -0.258265 -1.33 0.43 -0.41
F 0.306459 -2.375942 -1.037284 -1.01 -2.01 0.27
H 0.444006 0.663065 -3.750343 0.04 -0.56 0.06
H 2.112374 -0.534407 -2.455261 -0.55 -0.36 0.75
H 1.785287 -1.322898 -0.153944 -1.28 0.47 -0.55
H 1.071189 1.768159 -0.415998 -1.03 0.83 1.21
H 0.693579 2.722878 1.165846 -0.79 -2.39 -0.86
H -0.641201 2.187380 0.012083 0.13 0.31 0.15
H -1.862424 -0.947048 1.422346 2.28 -1.04 -1.29
H -0.243832 -1.398807 1.916067 -1.60 -0.11 -2.51
H -1.012034 -2.213832 0.535602 -0.25 -1.08 -0.02
```
Forces are in eV/Å.

Results
E_LUMO (spin up / spin down)   -3.4 / -7.0 eV
Frontier orbital gap (spin up / spin down)   0.2494 / 0.2807 Eh
Energy above the lowest of the compared OMol25 structures with the same formula, charge and spin   0.000 eV
Multiplicity   3
Total charge   +1
Maximum force   9.95 eV/A
Highest occupied orbital energy (spin up / spin down)   -10.2 / -14.6 eV

Q: Which of these has the highest energy above the lowest of the compared OMol25 structures with the same formula, charge and spin?
A: C7H9BrO

Q: Look up the maximum force of the sixth one.
A: 9.95 eV/A

Q: What is the maximum force in the third record?
A: 4.71 eV/A